--- a ---
Computed, not measured: an isolated molecule of C4H3Cl2FS, with ωB97M-V/def2-TZVPD.

ORCA input file:
```
! wB97M-V def2-TZVPD RIJCOSX def2/J DEFGRID3
* xyz 0 1
F 0.21842 -1.56837 -1.47544
C -0.09357 -1.06647 -0.24265
C -1.15530 0.01859 -0.16392
S -2.71723 -0.01957 -0.47262
C -0.13350 1.06055 0.28286
Cl 0.09557 2.38645 -0.89617
C 0.91110 -0.05367 0.33797
Cl 2.41738 -0.01589 -0.47200
H -0.18076 -1.91886 0.46666
H -0.42039 1.51976 1.25528
H 1.05829 -0.34251 1.38003
*
```

Values from the calculation:
SMILES   F[C@@H]1C(=S)[C@H](Cl)[C@@H]1Cl

--- b ---
Computed, not measured: an isolated molecule of C4H3Cl2FS, with ωB97M-V/def2-TZVPD.

ORCA input file:
```
! wB97M-V def2-TZVPD RIJCOSX def2/J DEFGRID3
* xyz 0 1
C 1.80662 -1.92767 -0.30538
C 1.97814 -0.61437 -0.53559
C 0.85185 0.37044 -0.40980
S 1.40024 1.85862 0.34135
C -0.57477 -0.17526 -0.18961
F -0.82104 -1.25791 -1.10685
Cl -1.84468 0.86623 -0.61399
Cl -0.85914 -0.80732 1.44810
H 1.05307 -2.62870 -0.02559
H 2.61013 -2.59366 -0.50660
H 2.91621 -0.11475 -0.50542
*
```

Values from the calculation:
SMILES   C=CC(=S)C(F)(Cl)Cl

Result of the stability comparison: a is the most stable of them.

--- a ---
Computed, not measured: a cluster of 11 separate species, C33H88O11 in total, with ωB97M-V/def2-TZVPD.

ORCA input file:
```
! wB97M-V def2-TZVPD RIJCOSX def2/J DEFGRID3
* xyz 0 1
C 0.71390 -0.81530 -7.08495
C 2.22299 -0.79647 -6.87627
C 2.71620 0.57902 -6.50082
O 2.58217 -1.75606 -5.88380
H 0.15178 -0.78606 -6.15322
H 0.44368 -1.74840 -7.59358
H 0.40954 -0.02640 -7.77531
H 2.70799 -1.11005 -7.80917
H 2.51868 1.26919 -7.32085
H 3.79568 0.62434 -6.32696
H 2.28474 0.93504 -5.56406
H 2.09256 -2.58065 -6.03863
C -2.74321 -2.00633 -0.05787
C -3.45804 -3.34847 -0.04158
C -4.93463 -3.24694 -0.33876
O -2.84972 -4.26640 -0.96467
H -2.97937 -1.37089 -0.91543
H -1.66439 -2.16862 -0.02962
H -3.02762 -1.42554 0.82452
H -3.30563 -3.77744 0.95686
H -5.09756 -2.81057 -1.32680
H -5.42667 -2.59322 0.38232
H -5.40332 -4.22933 -0.30451
H -2.05209 -4.60329 -0.54839
C -0.09356 1.71545 -1.77401
C -0.52896 1.37546 -0.36111
C 0.57678 0.74904 0.46028
O -0.97876 2.56158 0.30271
H -0.96960 2.04274 -2.33869
H 0.36305 0.88227 -2.31180
H 0.63875 2.52672 -1.78497
H -1.38121 0.68433 -0.41516
H 0.27241 0.64594 1.50712
H 1.41698 1.44703 0.53288
H 0.87837 -0.21806 0.06438
H -1.56139 3.06491 -0.29495
C 0.29139 -4.12800 -4.20116
C 1.51640 -4.76839 -4.83378
C 1.55784 -6.29751 -4.74703
O 1.63341 -4.34557 -6.20450
H 0.20486 -4.40705 -3.14589
H -0.65971 -4.41459 -4.65556
H 0.39282 -3.04117 -4.21800
H 2.37827 -4.37436 -4.29198
H 2.15693 -6.65707 -5.58311
H 0.55973 -6.73459 -4.79365
H 2.04827 -6.60481 -3.82429
H 0.92526 -4.77811 -6.69324
C 1.51264 3.32070 3.34794
C 0.06316 3.47465 3.80855
C -0.50483 4.85862 3.54113
O -0.73818 2.47634 3.16679
H 2.10798 4.21330 3.56192
H 1.55855 3.17724 2.26638
H 2.01844 2.49467 3.84934
H 0.01613 3.25959 4.87710
H 0.19637 5.61730 3.90214
H -1.45071 4.97682 4.06528
H -0.59090 5.07547 2.47379
H -0.80305 2.72079 2.22904
C 5.59476 -2.85385 -3.19091
C 4.51083 -1.79080 -2.99513
C 4.74385 -1.01055 -1.71478
O 4.58793 -0.85003 -4.07280
H 6.57508 -2.39517 -3.06764
H 5.47605 -3.38610 -4.13303
H 5.49191 -3.60351 -2.39590
H 3.55228 -2.32404 -2.99904
H 4.68369 -1.58212 -0.79156
H 4.05006 -0.17152 -1.68783
H 5.76784 -0.62487 -1.72050
H 3.96380 -1.20462 -4.72470
C 1.03145 -0.57481 4.37730
C 1.78964 -0.79925 5.66731
C 0.88506 -1.01469 6.86684
O 2.66264 -1.92254 5.61484
H 0.20206 0.12045 4.51097
H 0.67719 -1.51124 3.93903
H 1.68149 -0.13989 3.61013
H 2.37077 0.11836 5.86176
H 0.25391 -0.14055 7.03035
H 1.44583 -1.24795 7.76987
H 0.25132 -1.88474 6.66604
H 3.27224 -1.81580 4.86640
C -4.47384 2.59997 1.83359
C -4.83129 1.64717 0.71926
C -5.75653 0.52337 1.15355
O -5.49236 2.39469 -0.34776
H -3.80097 2.14247 2.56093
H -5.35643 2.90856 2.40196
H -3.98621 3.49117 1.43750
H -3.94912 1.27147 0.19851
H -6.66933 0.90107 1.61013
H -5.21409 -0.08967 1.88023
H -5.94388 -0.13962 0.30892
H -6.30949 2.77328 -0.00794
C 6.12502 0.48126 3.69766
C 4.90254 -0.10693 3.02227
C 5.04393 -0.30090 1.51934
O 4.59750 -1.38448 3.61197
H 6.02218 0.56977 4.77925
H 6.35282 1.49695 3.36352
H 6.99853 -0.14335 3.48247
H 4.05740 0.55218 3.23375
H 5.28881 0.65181 1.04380
H 4.12128 -0.72950 1.14150
H 5.88325 -0.96478 1.29620
H 5.37999 -1.93083 3.48235
C -1.80696 5.14225 -2.36465
C -3.24635 4.69337 -2.14815
C -3.89403 4.23376 -3.44958
O -3.14503 3.54393 -1.27698
H -1.79557 6.11191 -2.86593
H -1.29210 4.41180 -2.98257
H -1.31587 5.23566 -1.39633
H -3.87454 5.43579 -1.65022
H -4.85271 3.75653 -3.24601
H -3.24975 3.53634 -3.98172
H -4.04117 5.09096 -4.11392
H -4.03857 3.24080 -1.03877
C -4.04612 -0.23333 5.59589
C -2.75365 0.17012 4.94387
C -2.50550 -0.62841 3.65253
O -2.84038 1.54885 4.60116
H -4.23238 0.29115 6.53235
H -4.08061 -1.31467 5.74695
H -4.89235 -0.01020 4.93951
H -1.86909 -0.02450 5.56379
H -3.33856 -0.50342 2.95566
H -2.45567 -1.69011 3.91345
H -1.60263 -0.32830 3.12159
H -2.06337 1.75153 4.04574
*
```

Values from the calculation:
SMILES   CC(C)O.CC(C)O.CC(C)O.CC(C)O.CC(C)O.CC(C)O.CC(C)O.CC(C)O.CC(C)O.CC(C)O.CC(C)O

--- b ---
Computed, not measured: a cluster of 11 separate species, C33H88O11 in total, with ωB97M-V/def2-TZVPD.

ORCA input file:
```
! wB97M-V def2-TZVPD RIJCOSX def2/J DEFGRID3
* xyz 0 1
C -12.98286 -15.29052 13.38384
C -13.95601 -15.30466 14.57650
C -15.22617 -14.51933 14.32206
O -14.26366 -16.67641 14.92853
H -13.15472 -14.45804 12.70084
H -13.14009 -16.21677 12.82513
H -11.94157 -15.26037 13.70258
H -13.44844 -14.82410 15.41870
H -14.98581 -13.45711 14.27083
H -15.95889 -14.68444 15.11516
H -15.74296 -14.76979 13.39048
H -13.65762 -16.93960 15.62677
C -20.73459 -16.84810 11.02049
C -21.93433 -15.92333 11.12045
C -22.42557 -15.49062 9.74533
O -23.02027 -16.55066 11.83032
H -19.89825 -16.30154 10.57547
H -20.95344 -17.71669 10.39021
H -20.41623 -17.22819 11.99279
H -21.66773 -15.04081 11.70382
H -23.38767 -14.99529 9.87970
H -22.56035 -16.36090 9.10272
H -21.74833 -14.76938 9.28514
H -22.99201 -17.49568 11.65313
C -17.35604 -18.95370 18.38216
C -17.68571 -17.54068 17.89523
C -17.40219 -17.37206 16.42304
O -19.09363 -17.25410 18.06706
H -17.81260 -19.67838 17.70495
H -17.66877 -19.10622 19.41054
H -16.27633 -19.10310 18.27831
H -17.14044 -16.82608 18.52604
H -16.34092 -17.55717 16.25653
H -17.74294 -16.40372 16.07619
H -17.93592 -18.20024 15.94666
H -19.26736 -17.16304 19.00848
C -12.16969 -18.41753 10.17721
C -11.80836 -18.82842 8.75705
C -12.82848 -18.35538 7.75712
O -10.54643 -18.25321 8.37323
H -11.33813 -18.63301 10.85071
H -13.04709 -18.95418 10.54039
H -12.37885 -17.34658 10.18278
H -11.71796 -19.91995 8.68708
H -12.61737 -18.73268 6.75581
H -12.91682 -17.26887 7.74173
H -13.81900 -18.74855 8.01219
H -9.85247 -18.64424 8.91156
C -21.05130 -20.12338 7.43132
C -19.51989 -19.99140 7.39256
C -19.01711 -19.56100 8.75482
O -18.92458 -21.21330 6.99729
H -21.45553 -20.26040 6.42675
H -21.50576 -19.20321 7.80980
H -21.31316 -20.97958 8.05346
H -19.27083 -19.23144 6.64907
H -19.23178 -18.50669 8.94685
H -17.93392 -19.66535 8.82832
H -19.50320 -20.16862 9.52367
H -19.09811 -21.85892 7.69928
C -18.78024 -25.35098 9.56496
C -19.30014 -24.00852 10.06334
C -18.23823 -23.22387 10.78243
O -19.77580 -23.22098 8.95552
H -18.34306 -25.93233 10.37824
H -18.00649 -25.20193 8.80823
H -19.58035 -25.94698 9.12024
H -20.14261 -24.20765 10.73721
H -17.76117 -23.85640 11.53172
H -18.65397 -22.34381 11.27274
H -17.45136 -22.92130 10.08701
H -20.49465 -23.69923 8.53007
C -11.22907 -20.88671 15.00096
C -10.67637 -19.48089 14.82341
C -11.57575 -18.64208 13.94714
O -10.60881 -18.82752 16.09855
H -11.54535 -21.33840 14.06015
H -12.08945 -20.80659 15.66144
H -10.48900 -21.54851 15.45682
H -9.66717 -19.53252 14.39864
H -11.94770 -19.26281 13.12653
H -11.02669 -17.81448 13.50304
H -12.48165 -18.32907 14.45934
H -9.89168 -19.21315 16.61052
C -13.17979 -21.92263 17.98717
C -14.57850 -21.44708 17.62758
C -14.69955 -20.73698 16.29874
O -15.51511 -22.53358 17.59425
H -12.87994 -22.76798 17.36403
H -13.18699 -22.28135 19.02133
H -12.47807 -21.09300 17.92332
H -14.88366 -20.73912 18.41434
H -15.75130 -20.59658 16.05000
H -14.24907 -21.33223 15.49898
H -14.21620 -19.75725 16.27050
H -15.23644 -23.18766 18.24144
C -14.99450 -14.90046 9.63189
C -16.38087 -15.44397 9.32597
C -16.32506 -16.78466 8.61241
O -17.14550 -15.53510 10.53302
H -15.08196 -13.99611 10.24399
H -14.40790 -14.62512 8.75517
H -14.44139 -15.61596 10.25138
H -16.93895 -14.74872 8.69491
H -15.60917 -16.74640 7.78098
H -17.28991 -17.05041 8.17955
H -15.97616 -17.59423 9.25917
H -16.63964 -16.07313 11.16022
C -17.41415 -18.75516 11.78735
C -16.37811 -18.38973 12.82854
C -15.32880 -19.46692 13.02497
O -15.79132 -17.16231 12.41505
H -17.89613 -19.71417 11.97360
H -16.93171 -18.85273 10.80774
H -18.16268 -17.96624 11.72586
H -16.94910 -18.24882 13.75711
H -15.75791 -20.47064 13.01591
H -14.79339 -19.34393 13.96647
H -14.61948 -19.39199 12.19629
H -15.22596 -16.83500 13.12561
C -20.36838 -20.91734 15.87958
C -19.74250 -21.95641 14.96064
C -18.34539 -21.54214 14.54476
O -19.69900 -23.22617 15.63667
H -19.67570 -20.63440 16.68254
H -21.26204 -21.30920 16.36508
H -20.63197 -19.98984 15.36601
H -20.39730 -22.09835 14.10028
H -17.88109 -22.24883 13.86145
H -17.73324 -21.39249 15.43725
H -18.41158 -20.56107 14.05837
H -19.21847 -23.08342 16.45969
*
```

Values from the calculation:
SMILES   CC(C)O.CC(C)O.CC(C)O.CC(C)O.CC(C)O.CC(C)O.CC(C)O.CC(C)O.CC(C)O.CC(C)O.CC(C)O

Result of the stability comparison: a is the most stable of them.